(1)
{"formula": "C5H6N", "method": "ωB97M-V/def2-TZVPD", "total_charge": 1, "orbital_gap_ha": [0.2984, 0.2984], "symbols": ["N", "C", "C", "C", "C", "C", "H", "H", "H", "H", "H", "H"], "xyz": [[-0.6962, 0.2342, -0.2962], [1.2151, 0.7324, 0.6291], [-0.4599, -1.0275, 1.5508], [-0.9430, -1.0822, 0.1701], [0.6749, 0.7444, -0.7807], [0.0479, 0.3083, 1.1598], [-0.3271, -1.8294, -0.3498], [0.7073, 1.6753, -1.2560], [-1.9216, -1.5467, -0.0458], [2.1956, 0.9745, 1.1175], [-1.4674, 0.8704, -0.3886], [0.9744, -0.0539, -1.5104]], "mulliken_charge": [-0.025, 0.036, -0.451, -0.246, -0.560, 0.213, 0.246, 0.360, 0.420, 0.367, 0.361, 0.279]}

(2)
{"formula": "C23H23N13O3RuS", "method": "ωB97M-V/def2-TZVPD", "total_charge": 2, "orbital_gap_ha": 0.2624, "symbols": ["Ru", "S", "O", "O", "O", "N", "N", "N", "N", "N", "N", "N", "N", "N", "N", "N", "N", "N", "C", "C", "C", "C", "C", "C", "C", "C", "C", "C", "C", "C", "C", "C", "C", "C", "C", "C", "C", "C", "C", "C", "C", "H", "H", "H", "H", "H", "H", "H", "H", "H", "H", "H", "H", "H", "H", "H", "H", "H", "H", "H", "H", "H", "H", "H"], "xyz": [[0.4337, -0.4339, 0.2388], [0.6213, 2.8217, 0.1922], [2.2579, -2.0688, -0.4461], [2.9289, -2.5136, 0.7773], [0.8704, 0.5087, -1.7122], [3.4265, -3.7295, 0.6117], [5.0594, -6.5401, 1.5530], [-2.7276, 1.9163, -1.0058], [0.3558, -0.2221, -3.8194], [-3.5741, 0.5005, -2.6915], [0.4113, -0.9671, 2.2990], [-1.5382, 0.1885, 0.2717], [0.7581, 1.3979, 1.1580], [-0.1576, 2.3689, 3.0845], [-1.4498, -3.3433, -1.9555], [4.3246, -2.7026, 3.7797], [-4.0329, 2.7603, -2.6549], [-0.2620, -1.3929, -1.8779], [2.6252, -2.8478, -1.6006], [-0.7593, 3.5129, 2.4685], [-0.4996, 3.8021, 1.1444], [-3.4490, 1.7052, -2.1005], [-2.0969, 0.9697, -0.3985], [-0.8559, -2.3369, -2.6022], [0.3334, -0.3443, -2.4552], [1.0465, 0.9455, -4.4067], [-2.2366, 5.3944, 2.6065], [0.5318, -2.1864, 2.8386], [1.1669, -1.2814, 4.9472], [1.0273, -0.0141, 4.3995], [-0.8627, -2.2482, -4.0249], [0.6329, 0.0906, 3.0848], [-1.6286, 4.2955, 3.2004], [-1.9695, 5.6985, 1.2829], [-1.1036, 4.8943, 0.5489], [4.6244, -5.4772, 1.5673], [0.4152, 1.3721, 2.3965], [-0.2426, -1.1815, -4.5764], [0.8891, -2.3820, 4.1585], [4.0692, -4.1445, 1.6343], [4.2445, -3.3595, 2.8415], [-4.6342, 2.6847, -3.4567], [2.1331, -3.8140, -1.6105], [2.2817, -2.2245, -2.4228], [2.0862, 0.9528, -4.0935], [-0.8811, 5.1293, -0.4878], [0.9638, -3.3870, 4.5510], [1.4863, -1.4033, 5.9737], [-0.1918, -1.0386, -5.6476], [3.7015, -2.9666, -1.6685], [-1.3303, -3.0029, -4.6407], [0.9851, 0.8781, -5.4887], [-4.2671, 0.3533, -3.4071], [-1.4198, -3.3654, -0.9495], [-3.2868, -0.3104, -2.1678], [-3.9516, 3.6495, -2.1899], [-2.4245, 6.5652, 0.8210], [-1.8270, 4.0562, 4.2405], [0.3140, -3.0212, 2.1865], [-2.9107, 6.0123, 3.1852], [0.5768, 1.8616, -4.0601], [-0.3949, 2.1996, 4.0477], [-1.8805, -4.1057, -2.4488], [1.2637, 0.8707, 4.9770]], "mulliken_charge": [0.275, -0.140, -0.089, 0.077, -0.771, -0.419, -0.296, -0.541, 0.176, -0.342, 0.114, -0.617, -0.447, -0.042, -0.403, -0.359, -0.355, 0.274, -0.637, 0.366, 0.724, 0.538, 0.759, 0.474, 0.639, -0.928, -0.651, -0.215, -0.527, -0.617, -1.004, 0.273, -0.673, -0.725, -0.702, -0.167, 0.933, -0.081, -0.862, 0.829, 0.148, 0.202, 0.314, 0.268, 0.310, 0.450, 0.452, 0.469, 0.446, 0.338, 0.475, 0.374, 0.235, 0.162, 0.178, 0.243, 0.428, 0.394, 0.544, 0.407, 0.299, 0.255, 0.232, 0.533]}

(3)
{"formula": "C4H2Cl2O6", "method": "ωB97M-V/def2-TZVPD", "total_charge": -2, "orbital_gap_ha": 0.1771, "symbols": ["Cl", "Cl", "O", "O", "O", "O", "O", "O", "C", "C", "C", "C", "H", "H"], "xyz": [[-2.9961, -1.4684, 0.9405], [0.8238, -1.9362, -0.7981], [2.9665, 1.1481, 0.4030], [0.8529, 0.4433, -1.6781], [-1.4510, 1.4631, -1.0171], [2.6711, -0.9926, 1.1580], [-1.0241, 0.0264, 1.6884], [-3.4794, 1.2493, -0.0550], [-1.7712, -0.0992, 0.7569], [1.4925, -0.2163, -0.8035], [-2.2651, 0.9762, -0.2431], [2.2818, 0.1153, 0.2456], [1.8554, -1.5561, 0.9455], [0.0429, 0.8472, -1.5432]], "mulliken_charge": [-0.308, -0.460, -0.808, -0.626, -0.768, -0.560, -0.394, -0.683, 0.556, 0.254, 0.508, 0.461, 0.311, 0.520]}

(4)
{"formula": "C2H7NS2", "method": "ωB97M-V/def2-TZVPD", "orbital_gap_ha": 0.3174, "symbols": ["S", "S", "N", "C", "C", "H", "H", "H", "H", "H", "H", "H"], "xyz": [[-0.4852, 3.3842, 3.1060], [1.3468, 3.5191, 4.1438], [-2.0703, -3.5583, -5.9218], [1.5280, 1.7369, 4.2991], [-0.9340, -3.4822, -5.3937], [2.1124, 1.4786, 5.1698], [2.0115, 1.3135, 3.4258], [-2.9086, -3.3512, -5.3929], [0.5600, 1.2455, 4.3137], [-0.5123, 4.6395, 2.6378], [-0.4731, -4.1778, -4.6696], [-0.1754, -2.7478, -5.7180]], "mulliken_charge": [-0.196, -0.031, -0.473, -0.823, -0.198, 0.293, 0.321, 0.249, 0.283, 0.153, 0.220, 0.202]}

(5)
{"formula": "C2Cd3O22Rb3S4", "method": "ωB97M-V/def2-TZVPD", "total_charge": -3, "orbital_gap_ha": 0.1044, "symbols": ["Cd", "Cd", "Cd", "Rb", "Rb", "Rb", "S", "S", "S", "S", "O", "O", "O", "O", "O", "O", "O", "O", "O", "O", "O", "O", "O", "O", "O", "O", "O", "O", "O", "O", "O", "O", "C", "C"], "xyz": [[2.4040, 0.4121, -1.3098], [-3.3910, 2.5909, 2.5880], [2.5069, -2.5990, 0.4747], [1.0255, 3.5509, 0.7854], [-2.2119, -1.8964, 2.0405], [-0.1491, 1.3060, -4.9019], [0.0028, -1.9619, -0.9216], [-1.5507, 4.4798, 1.8852], [1.7792, -4.1764, 2.7348], [2.9668, 2.0707, -3.4122], [1.5809, -1.7768, -1.2478], [1.2628, -4.4235, 1.3257], [-1.4858, 2.9740, 1.6736], [0.7617, -4.2908, 3.7849], [-0.0014, -1.5765, 0.5434], [3.4718, 0.6551, -3.2444], [2.5125, 2.2106, -4.8180], [2.6302, -2.8386, 2.5323], [-1.0468, 5.1181, 0.7069], [-0.6040, -1.0320, -1.8785], [1.6691, 2.2100, -2.6031], [-1.3341, -1.3365, -5.4411], [2.9055, 1.1081, 0.7242], [3.9272, 2.9967, -2.8976], [-0.4450, -3.3474, -1.1232], [-3.0152, 4.7993, 2.2761], [-3.8501, 1.1612, 4.2016], [-4.0231, 0.4008, 2.0846], [2.7930, -5.2629, 2.8651], [-0.6475, 4.8603, 3.0087], [-4.3756, -0.8673, 3.8232], [-0.7779, -3.3313, -4.5357], [-4.1835, 0.2051, 3.3685], [-1.1071, -2.3924, -5.0925]], "mulliken_charge": [1.031, 0.934, 1.065, 0.732, 0.885, 0.947, 1.223, 1.388, 1.402, 1.476, -0.935, -0.743, -0.708, -0.663, -0.552, -0.792, -0.833, -0.775, -0.704, -0.591, -0.833, -0.399, -1.155, -0.642, -0.612, -0.834, -0.837, -0.831, -0.749, -0.677, -0.692, -0.290, 1.061, 0.706]}

(6)
{"formula": "C3H8O2S", "method": "ωB97M-V/def2-TZVPD", "total_charge": -2, "orbital_gap_ha": 0.2227, "symbols": ["S", "O", "O", "C", "C", "C", "H", "H", "H", "H", "H", "H", "H", "H"], "xyz": [[3.1901, 0.1701, -2.0748], [-3.5172, 0.9142, 2.9489], [-1.5856, 0.5215, 0.0309], [-0.4408, -0.3198, -0.0030], [0.7767, 0.4032, -0.5877], [1.8431, -0.5719, -1.0536], [-0.6506, -1.1752, -0.6626], [1.1478, 1.0908, 0.1714], [1.3716, -1.3206, -1.6978], [2.2971, -1.1367, -0.2334], [0.4403, 0.9941, -1.4513], [-0.2356, -0.6913, 1.0008], [-2.6213, 0.6485, 2.7142], [-2.0156, 0.4731, 0.8979]], "mulliken_charge": [-0.767, -1.132, -0.451, -0.337, -0.352, -0.748, 0.197, 0.199, 0.209, 0.258, 0.258, 0.302, 0.166, 0.199]}

(7)
{"formula": "C51H74BCl5O3OsP", "method": "ωB97M-V/def2-TZVPD", "total_charge": 1, "orbital_gap_ha": [0.2448, 0.2465], "symbols": ["Os", "Cl", "Cl", "Cl", "Cl", "Cl", "P", "O", "O", "O", "C", "C", "C", "C", "C", "C", "C", "C", "C", "C", "C", "C", "C", "C", "C", "C", "C", "C", "C", "C", "C", "C", "C", "C", "C", "C", "C", "C", "C", "C", "C", "C", "C", "C", "C", "C", "C", "C", "C", "C", "C", "C", "C", "C", "C", "C", "C", "C", "C", "C", "C", "B", "H", "H", "H", "H", "H", "H", "H", "H", "H", "H", "H", "H", "H", "H", "H", "H", "H", "H", "H", "H", "H", "H", "H", "H", "H", "H", "H", "H", "H", "H", "H", "H", "H", "H", "H", "H", "H", "H", "H", "H", "H", "H", "H", "H", "H", "H", "H", "H", "H", "H", "H", "H", "H", "H", "H", "H", "H", "H", "H", "H", "H", "H", "H", "H", "H", "H", "H", "H", "H", "H", "H", "H", "H", "H"], "xyz": [[-0.5462, -0.5433, 0.2103], [5.7115, -1.2723, -1.9453], [3.3846, -1.4763, -4.0028], [2.1387, -0.4913, 1.9703], [0.4789, -1.0914, -3.0898], [5.0694, -0.6753, 1.0477], [0.4925, 2.9953, -0.2214], [1.0070, -3.1883, 0.8763], [-0.1072, -3.2982, -1.1174], [-0.1174, 1.6056, 0.0365], [2.4784, -0.7160, 0.3078], [1.7207, -1.0648, -1.9117], [0.7095, 5.3942, 1.3981], [0.6265, -5.5742, -1.7336], [2.2407, 2.8404, -0.7389], [-2.4371, 1.8273, 3.3862], [-0.4904, 0.3434, 3.6934], [1.0016, -9.1120, -1.2840], [1.3922, -0.8329, -0.5666], [2.0178, -5.4516, 0.7434], [-1.9880, 3.7609, -1.1931], [3.0799, 4.1235, -0.8757], [0.3456, 3.9025, 1.3701], [-2.3108, -0.3425, 2.1434], [0.5823, -4.4627, -0.9224], [-2.1138, 6.2280, -1.6045], [3.8019, -0.8357, -0.0943], [-2.6717, 0.2085, -2.5804], [-3.4840, -3.1025, 3.0530], [-2.0765, -1.6607, 1.6607], [3.0398, -1.2175, -2.3437], [-2.6975, -0.2158, 4.7104], [-3.6319, -0.0505, -1.4269], [1.5061, -7.9304, -2.1177], [2.6724, 2.7538, -3.2803], [2.0706, -6.5675, -0.0754], [-0.1118, 4.9409, -2.4054], [4.0851, -1.1087, -1.4316], [1.0068, 5.8348, 2.8268], [2.3548, 1.9746, -2.0125], [0.6832, -7.8647, -3.4028], [3.9912, 3.5188, -3.1514], [-0.6176, 6.2763, -1.8743], [-2.4440, 5.1041, -0.6369], [1.0922, 3.1376, 2.4849], [-2.0911, -3.0014, 2.3966], [1.2574, -4.3971, 0.2871], [-2.0058, 0.3574, 3.4697], [4.3318, 3.8209, -1.6932], [-2.0593, -4.1878, 1.4238], [-2.8982, -0.3479, -0.1241], [-2.7833, 0.4176, 1.0332], [-0.9816, -3.1890, 3.4248], [-4.4937, -1.2743, -1.7790], [2.4353, 3.7497, 2.8428], [-2.3700, -1.6254, 0.2368], [1.3920, -6.6537, -1.2998], [-0.5093, 3.6975, -1.5973], [2.9740, -8.1595, -2.4945], [2.2706, 5.1745, 3.3757], [-4.5931, 1.1242, -1.2256], [0.1904, -2.4971, -0.0184], [-1.0857, -4.1716, 3.8772], [-4.2604, -3.0606, 2.2917], [-5.3513, 0.8771, -0.4868], [-0.7328, 3.8132, 1.5686], [2.5211, 4.9259, -1.3550], [-2.1909, 2.9584, -0.4804], [-2.4953, -2.5032, -0.3762], [3.1620, 1.2606, -1.8456], [1.4471, 1.3860, -2.1567], [1.2233, 2.0910, 2.1984], [-1.9723, 5.2977, 0.3257], [2.6649, -7.4026, 0.2514], [0.1488, 5.5849, 3.4542], [-5.1286, -1.0413, -2.6299], [3.1452, 5.7695, 3.1125], [2.2248, 5.1612, 4.4638], [2.6586, 2.2553, 0.0939], [-2.6403, 6.0493, -2.5449], [0.9632, 4.9842, -2.5580], [0.0060, 0.8072, 2.8422], [-3.0722, 1.4482, 1.0866], [3.0840, 3.7389, 1.9709], [-3.4980, 1.9342, 3.1800], [3.3643, -7.3181, -3.0633], [-2.0683, -0.6736, -2.7704], [-1.0275, -2.4649, 4.2237], [-3.5664, -4.0638, 3.5547], [-2.5803, 3.5448, -2.0847], [-2.2399, 2.3058, 4.3415], [-5.1365, -1.5570, -0.9485], [5.0229, 4.6623, -1.6391], [1.8561, 3.4325, -3.5145], [0.0917, -5.5843, -2.6661], [-5.1032, 1.3392, -2.1609], [-0.1190, 5.9820, 1.0090], [1.0780, -10.0303, -1.8583], [0.4643, 3.1379, 3.3762], [-0.3884, 7.0551, -2.6045], [1.1060, 6.9193, 2.8605], [-2.4125, -1.2359, 4.9273], [-4.1001, 2.0272, -0.9050], [-1.1606, -4.2395, 0.8217], [-0.0827, 6.5452, -0.9633], [1.5700, 5.6095, 0.7703], [-0.1023, -0.6621, 3.8078], [0.7754, -8.8063, -3.9384], [-2.0018, 1.0359, -2.3636], [-0.4026, 2.8416, -2.2808], [0.0034, -3.1294, 2.9539], [-2.4007, 0.3886, 5.5649], [-3.5197, 5.0664, -0.4498], [-3.2317, 0.4392, -3.4835], [-0.2503, 0.9100, 4.5897], [2.9302, 3.1235, 3.5851], [-2.9187, -4.1841, 0.7613], [3.5980, -8.2890, -1.6152], [-2.1024, -5.1068, 2.0036], [3.9261, 4.4525, -3.7123], [-0.0389, -8.9717, -1.0042], [4.8025, 2.9462, -3.6000], [-3.8842, -2.1304, -2.0512], [2.5492, -5.4072, 1.6773], [-2.4674, 7.1841, -1.2208], [-3.6868, -2.3267, 3.7747], [1.0304, -7.0761, -4.0643], [3.0674, -9.0547, -3.1038], [-0.3724, -7.7055, -3.1978], [3.3646, 4.4928, 0.1077], [2.7249, 2.0539, -4.1156], [-0.5492, 4.7934, -3.3965], [4.8444, 2.9705, -1.2391], [1.5788, -9.2398, -0.3756], [-3.7799, -0.1630, 4.6318], [-1.8773, 2.3653, 2.6278]], "mulliken_charge": [1.006, -0.148, -0.149, -0.300, -0.201, -0.174, -1.728, -0.768, -0.874, 0.201, 1.508, 1.617, -0.448, -0.893, 1.074, -1.975, -1.268, -1.625, -2.661, -2.438, 0.181, -0.422, 1.113, 0.531, 0.167, -1.104, 0.131, -1.929, -1.766, 0.986, 0.210, -2.292, 2.800, 1.743, -1.338, -0.570, -1.464, 0.069, -1.252, 0.584, -2.076, -0.790, -0.809, -0.968, 0.463, 2.153, 1.377, 2.576, -1.230, -2.656, 0.321, -1.252, -1.660, -1.930, -0.846, -1.626, 0.527, 1.129, -1.648, -0.841, -1.874, 1.479, 0.651, 0.348, 0.372, -0.123, 0.147, -1.280, 0.412, 0.401, -0.240, -1.034, 0.161, 0.476, 0.314, 0.451, 0.394, 0.305, 0.397, 0.419, 0.269, -0.605, 0.692, -0.074, 0.409, 0.362, 0.088, 0.264, 0.470, 0.974, 0.551, 0.387, 0.555, 0.154, 0.688, 0.494, 0.532, 0.456, 0.688, 0.474, 0.515, 0.365, 0.177, 1.138, 0.205, 0.118, 0.272, 0.427, 0.313, 0.010, 0.054, 0.539, 0.531, 0.652, 0.727, 0.637, 0.323, 0.339, 0.526, 0.435, 0.366, 0.320, 0.358, 0.616, 0.507, 0.337, 0.402, 0.463, 0.403, 0.558, 0.489, 0.551, 0.272, 0.342, 0.409, -0.049]}

(8)
{"formula": "C3H6O2P", "method": "ωB97M-V/def2-TZVPD", "total_charge": -1, "orbital_gap_ha": [0.1453, 0.2973], "spin_multiplicity": 3, "symbols": ["P", "O", "O", "C", "C", "C", "H", "H", "H", "H", "H", "H"], "xyz": [[1.6144, -0.2520, 0.1722], [2.5874, 1.5265, 0.4203], [2.2711, -1.5507, 0.2813], [0.4183, 0.2193, 1.4689], [-0.9044, 0.1411, 1.3272], [0.6806, -0.0188, -1.4810], [-1.3826, -0.3268, 0.5404], [0.9251, 0.7733, 2.3507], [-0.3297, -0.5880, -1.4791], [1.2147, -0.3854, -2.3531], [-1.6051, 0.4861, 2.1021], [0.7197, 1.0430, -1.5554]], "mulliken_charge": [0.825, -0.492, -0.674, -0.280, -0.935, -0.997, 0.188, 0.241, 0.258, 0.356, 0.235, 0.276]}

(9)
{"formula": "C2H3NO", "method": "ωB97M-V/def2-TZVPD", "orbital_gap_ha": [0.3099, 0.3100], "symbols": ["O", "N", "C", "C", "H", "H", "H"], "xyz": [[2.0192, -0.5009, 0.0892], [-0.4980, 0.8920, 0.0852], [1.6663, 0.6118, 0.0304], [-1.0382, -0.2139, 0.0828], [2.0332, 1.4992, -0.3041], [-2.1008, -0.2935, -0.3394], [-0.6456, -1.2869, 0.4037]], "mulliken_charge": [-0.287, -0.499, 0.185, -0.188, 0.358, 0.246, 0.185]}

(10)
{"formula": "C7H13N2O2", "method": "ωB97M-V/def2-TZVPD", "total_charge": 1, "orbital_gap_ha": 0.2964, "symbols": ["O", "O", "N", "N", "C", "C", "C", "C", "C", "C", "C", "H", "H", "H", "H", "H", "H", "H", "H", "H", "H", "H", "H", "H"], "xyz": [[2.1349, 0.5348, 0.9252], [1.2701, -2.2376, 0.9863], [-1.9922, -1.7077, -0.4184], [0.0641, -2.5480, 0.4038], [-1.4638, 0.9735, -0.0280], [2.4966, -0.1315, -0.0337], [0.7897, 1.2311, 1.0442], [-0.4408, 0.2230, 0.8573], [-0.7921, -1.6764, 0.1724], [-2.7833, 1.0877, 0.0807], [1.9353, -0.2191, -1.3699], [-1.1099, 1.4320, -0.9398], [1.0053, 0.3793, -1.3366], [2.6672, -0.2342, -2.1307], [-0.9445, 0.0350, 1.7864], [-3.2875, 0.9764, 1.0985], [-3.2305, 1.8556, -0.5702], [0.7214, 2.1121, 0.4304], [-2.5118, -0.8410, -0.2360], [3.3468, -0.7998, 0.1100], [0.7653, 1.5387, 2.1028], [-2.4178, -2.6747, -0.7649], [1.7051, -3.1057, 1.4076], [1.5522, -1.2788, -1.4696]], "mulliken_charge": [-0.217, -0.317, -0.355, -0.563, -0.208, 0.343, -0.802, 0.035, 0.591, -0.885, -0.766, 0.098, 0.142, 0.434, 0.550, 0.294, 0.303, 0.438, 0.254, 0.351, 0.306, 0.308, 0.357, 0.310]}